Here is a molecular structure, C30H21ClN3O4S4Sc from the OMol25 dataset. Energies are from ωB97M-V/def2-TZVPD.

Geometry as ORCA input:
```
! RIJCOSX wB97M-V def2-TZVPD def2/J DEFGRID3
* xyz 0 1
Sc 0.35950 0.02232 0.31302
S 1.06779 -2.32553 -0.20746
C -0.01325 -3.37879 0.70219
C 0.20747 -4.76643 0.61762
C -0.54498 -5.67886 1.33546
C -1.55945 -5.24965 2.18809
C -1.79808 -3.89238 2.30065
C -1.04648 -2.96436 1.55680
S -1.45170 -1.24015 1.80202
C -2.92386 -1.03332 0.76381
C -2.72367 -0.49862 -0.63623
C -3.84893 -0.09969 -1.33943
C -3.70294 0.33742 -2.63824
C -2.44026 0.33969 -3.20629
C -1.36546 -0.06929 -2.44976
C -0.00420 -0.15500 -3.08163
S 1.36755 0.67474 -2.20896
C 0.64242 2.23772 -1.57579
C -0.08822 3.00053 -2.61529
C -0.80513 4.09864 -2.29026
C -1.05170 4.64454 -0.98712
C -0.82665 4.05839 0.25659
C -0.43349 2.76682 0.55739
S -0.38767 1.97390 2.07951
N -1.50194 -0.45164 -1.16736
H 1.00933 -5.10856 -0.02924
H -0.33256 -6.73934 1.23904
H -2.13801 -5.96054 2.76901
H -2.56537 -3.52407 2.97896
H -3.59873 -0.38008 1.31169
H -3.38252 -2.01683 0.71422
H -4.82234 -0.12965 -0.86103
H -4.56124 0.67898 -3.20382
H -2.28436 0.67474 -4.22554
H -0.04541 0.19898 -4.10516
H 0.31408 -1.19944 -3.08222
H 0.06755 2.72619 -3.65473
H -1.20872 4.67355 -3.12324
H -1.45275 5.65294 -0.96974
H -0.98884 4.66561 1.14039
O 3.82188 5.24313 0.13680
C 4.21487 4.35294 1.02074
O 5.06736 4.61418 1.83713
C 3.54761 3.00245 1.00561
C 3.85828 2.02253 1.91764
Cl 4.93385 2.04936 3.22663
N 3.10949 0.92348 1.68197
N 2.21909 1.16993 0.65992
C 2.48897 2.42712 0.20460
C 1.79453 3.00941 -0.92051
O 2.13980 4.08256 -1.48931
O -0.27694 1.81950 -0.49018
C 3.13191 -0.34458 2.33366
C 4.33291 -1.01580 2.51365
C 4.33895 -2.25338 3.13983
C 3.15185 -2.83227 3.57186
C 1.95608 -2.17516 3.35335
C 1.94670 -0.93966 2.72667
H 3.14734 4.83673 -0.49523
H 5.25495 -0.58164 2.14897
H 5.28110 -2.77425 3.27522
H 3.15980 -3.80378 4.05485
H 1.01868 -2.63047 3.65287
H 1.00744 -0.42245 2.61064
*
```

The HOMO energy (spin up / spin down) comes out at -5.95 / -6.56 eV. The value obtained for the maximum force is 1.17 eV/A. The HOMO-LUMO gap (spin up / spin down) comes out at 5.22 / 6.10 eV.

Here is a molecular structure, C36H26Cl6MnN8O4 from the OMol25 dataset. Energies are from ωB97M-V/def2-TZVPD.

Geometry as ORCA input:
```
! RIJCOSX wB97M-V def2-TZVPD def2/J DEFGRID3
* xyz 0 2
Mn 0.53707 0.04774 0.19321
C -4.05932 -1.70326 -2.35212
N -3.16904 -1.25945 -1.30575
C -1.84182 -1.32178 -1.26226
N -1.40985 -0.78257 -0.13785
C -2.54667 -0.41544 0.49986
N -3.63691 -0.66065 -0.18782
C -4.26995 -0.66630 -3.43080
C -4.92986 -1.04273 -4.59646
C -5.09690 -0.13957 -5.63421
C -4.58385 1.14222 -5.53147
C -3.92114 1.51868 -4.36895
C -3.78062 0.62289 -3.31269
C -3.28654 2.83190 -4.29557
N -3.09692 3.68650 -5.24117
N -2.36777 4.72617 -4.68461
C -2.17387 4.41110 -3.45214
O -2.72971 3.21754 -3.12208
C -1.44217 5.12706 -2.41392
C -0.49252 6.08475 -2.75480
C 0.22236 6.71661 -1.75347
C 0.00679 6.38971 -0.42088
C -0.94473 5.43963 -0.07699
C -1.16058 5.02636 1.35523
N -0.52892 3.74189 1.61291
C -0.77008 2.57607 1.03032
N 0.08492 1.66843 1.46755
C 0.84955 2.36190 2.34692
N 0.49616 3.61650 2.48158
C -1.67727 4.82266 -1.08056
H -4.99650 -1.98811 -1.86841
H -3.62455 -2.59915 -2.80101
H -1.21563 -1.71390 -2.04461
H -2.55343 0.04624 1.46927
H -5.30041 -2.05308 -4.70049
H -5.60810 -0.44411 -6.53601
H -4.67272 1.84840 -6.34277
H -3.24773 0.92765 -2.42357
H -0.31589 6.30829 -3.79601
H 0.96977 7.45266 -2.01118
H 0.59175 6.86628 0.35285
H -2.22619 4.94275 1.58546
H -0.70799 5.72945 2.05523
H -1.50142 2.42284 0.26266
H 1.67605 1.93089 2.87974
H -2.43181 4.08846 -0.83443
C -0.25577 -1.94105 3.69025
O -0.25670 -1.27156 2.42585
C 0.85550 -0.97473 1.75369
C 2.12359 -1.37617 2.45404
H -1.30231 -2.13910 3.91320
H 0.16938 -1.30536 4.46905
H 0.29311 -2.88152 3.63684
H 2.20777 -2.46699 2.48253
H 2.13339 -1.01791 3.48791
H 2.99006 -0.98450 1.93183
Cl 0.80835 4.05380 -7.31225
C 0.67489 3.07145 -5.88281
C 1.82341 2.72257 -5.18961
C 1.71486 1.94584 -4.04854
C 0.46609 1.53259 -3.60114
C -0.67291 1.88745 -4.31424
C -0.57654 2.65632 -5.46189
C 0.36316 0.74165 -2.33144
O 0.67168 -0.46159 -2.29024
O -0.02428 1.37283 -1.30440
H 2.78859 3.05919 -5.53952
H 2.60423 1.66794 -3.49781
H -1.64825 1.55679 -3.96949
H -1.45726 2.93955 -6.01830
Cl 2.38875 -2.59298 -0.48700
C 3.23742 -1.06722 -0.62134
C 2.58128 0.11618 -0.27538
C 3.31745 1.26795 -0.50795
Cl 2.58239 2.81833 -0.18064
C 4.61673 1.27497 -1.01306
Cl 5.46331 2.75173 -1.29189
C 5.24101 0.06705 -1.30093
Cl 6.85693 0.03798 -1.89330
C 4.54104 -1.12152 -1.10551
Cl 5.30556 -2.62340 -1.46919
*
```

The expectation value of S² is 1.13. The HOMO energy (spin up / spin down) comes out at -8.20 / -7.70 eV. The value obtained for the maximum force is 0.95 eV/A. The HOMO-LUMO gap (spin up / spin down) comes out at 7.97 / 7.47 eV.

Here is 2 unconnected molecules or ions with the total composition C5H12N2 from the OMol25 dataset. Energies are from ωB97M-V/def2-TZVPD.

Geometry as ORCA input:
```
! RIJCOSX wB97M-V def2-TZVPD def2/J DEFGRID3
* xyz 2 1
C 2.34879 1.81047 -0.15605
C -0.88419 0.51164 0.57605
C -2.59725 -1.03020 -0.44886
C 1.99342 -0.43828 -1.06906
C -1.08542 -0.81862 0.13368
N -1.13929 1.59496 1.17555
N 1.76188 0.75439 -0.42461
H 3.44723 1.98424 -0.62071
H 2.07069 2.76954 0.27782
H -2.57654 -1.89930 -1.05829
H -3.25370 -0.17901 -0.83916
H -3.14798 -1.23158 0.46076
H 1.05264 -1.08160 -0.98277
H 2.76276 -0.94591 -0.53980
H 2.21075 -0.25605 -2.14464
H -0.95456 -1.72714 0.73590
H -0.39290 -1.00225 -0.73621
H -1.82041 1.64428 2.00272
H -0.48715 2.30557 1.08500
*
```

The HOMO energy (spin up / spin down) comes out at -18.43 / -19.85 eV. The value obtained for the maximum force is 3.87 eV/A. The HOMO-LUMO gap (spin up / spin down) comes out at 6.77 / 9.68 eV.

Here is 2 unconnected molecules or ions with the total composition C36H59FN3O2 from the OMol25 dataset. Energies are from ωB97M-V/def2-TZVPD.

Geometry as ORCA input:
```
! RIJCOSX wB97M-V def2-TZVPD def2/J DEFGRID3
* xyz 1 1
C 6.25500 -4.35070 0.49611
C 5.34890 -3.42130 1.31547
C 6.13502 -2.31798 2.03604
C 6.36496 -1.10204 1.13271
C 5.16129 -0.15681 1.11189
C 5.15661 0.81130 -0.08557
C 3.80518 0.96887 -0.78665
C 2.68592 1.40103 0.15809
C 1.26838 1.43479 -0.44980
C 1.15158 1.76994 -1.95117
C -0.02395 2.71104 -2.27796
C -1.31694 1.98230 -2.67685
C -2.50444 2.30855 -1.76493
C -3.63826 1.28509 -1.91074
C -3.40112 0.02586 -1.08499
C -4.51612 -0.97719 -1.22043
O -4.28190 -2.16131 -0.48757
C -3.65736 -2.02506 0.77147
C -4.17006 -3.14754 1.67323
C -3.38005 -4.45615 1.53255
C -3.12068 -4.87190 0.09807
O -4.01234 -5.02985 -0.69219
N -1.72266 -5.07005 -0.21998
C -1.35164 -4.75323 -1.55791
C -0.74038 -5.69106 -2.37448
C -0.33368 -5.34617 -3.65080
C -0.53894 -4.06530 -4.13490
C -1.14966 -3.12580 -3.31874
C -1.54462 -3.46417 -2.03775
C -3.83817 -0.64047 1.38551
N -3.08697 -0.45545 2.58206
C -3.83758 -0.03905 3.77937
C -2.91068 0.05753 4.97944
C -1.73778 1.01336 4.75200
N -3.25565 0.37366 0.37884
H 6.49308 -5.25670 1.05215
H 5.79276 -4.65853 -0.44089
H 7.19926 -3.85960 0.25652
H 4.77978 -4.00295 2.04152
H 4.62141 -2.95068 0.64799
H 5.55629 -1.99030 2.90445
H 7.08263 -2.72140 2.39310
H 6.56016 -1.46104 0.11669
H 7.24725 -0.54844 1.45913
H 5.21716 0.43380 2.02898
H 4.24331 -0.74749 1.12839
H 5.52202 1.79522 0.21373
H 5.86768 0.43443 -0.82547
H 3.53445 0.02643 -1.27050
H 3.92855 1.73206 -1.55666
H 2.92127 2.36796 0.60988
H 2.66094 0.69340 0.98971
H 0.77805 0.47743 -0.24749
H 0.69658 2.18927 0.09962
H 2.06784 2.21117 -2.33158
H 0.97968 0.83777 -2.49269
H 0.27681 3.36658 -3.09330
H -0.21346 3.37364 -1.43029
H -1.15122 0.90038 -2.66200
H -1.60297 2.24480 -3.69641
H -2.13836 2.34264 -0.73258
H -2.88561 3.30479 -1.98818
H -3.68022 0.96995 -2.95540
H -4.61923 1.70471 -1.67042
H -2.46784 -0.42748 -1.42226
H -4.58672 -1.26539 -2.26838
H -5.47504 -0.53084 -0.93179
H -2.56271 -2.15228 0.67493
H -4.07477 -2.84107 2.71724
H -5.23073 -3.30181 1.48252
H -2.45056 -4.40215 2.09678
H -3.97985 -5.25796 1.97009
H -1.52052 -6.05129 -0.04539
H -0.57020 -6.69818 -2.01514
H 0.14089 -6.08723 -4.27846
H -0.22690 -3.78802 -5.13106
H -1.31628 -2.11578 -3.67208
H -2.00210 -2.72471 -1.39443
H -4.88892 -0.39294 1.53554
H -2.51104 -1.26419 2.78325
H -4.64093 -0.75273 3.98636
H -4.26408 0.94540 3.57674
H -3.49241 0.37155 5.84281
H -2.51468 -0.94629 5.15977
H -2.06869 1.90463 4.21351
H -1.30546 1.32778 5.69832
H -0.95841 0.55114 4.14775
H -3.63742 1.30677 0.53659
H -2.27021 0.42256 0.64123
F 0.78940 5.77368 -2.76897
C 0.89015 6.70614 -1.79382
C -0.08218 7.68063 -1.70383
C 0.02691 8.62908 -0.69670
C 1.09289 8.59105 0.19154
C 2.05644 7.59886 0.07461
C 1.96022 6.64136 -0.92529
H -0.89829 7.69558 -2.41342
H -0.72348 9.40312 -0.60977
H 1.17488 9.33642 0.97049
H 2.89196 7.57088 0.76084
H 2.69959 5.85966 -1.03753
*
```

The HOMO energy comes out at -10.76 eV. The value obtained for the maximum force is 0.53 eV/A. The HOMO-LUMO gap comes out at 8.34 eV.

Here is a molecular structure, C21H20AsClN3O8S4SbTi from the OMol25 dataset. Energies are from ωB97M-V/def2-TZVPD.

Geometry as ORCA input:
```
! RIJCOSX wB97M-V def2-TZVPD def2/J DEFGRID3
* xyz -2 3
Ti 0.65733 0.57551 -0.93086
O -2.46611 -1.14473 2.60723
C -1.65701 -0.59966 1.66687
O -2.04073 -0.51358 0.53012
C -0.34956 -0.17044 2.14641
C -0.10991 -0.10862 3.50922
C 1.13415 0.32955 3.97995
C 2.11459 0.63615 3.07233
C 1.83639 0.51651 1.70628
N 0.59123 0.17013 1.21231
C 2.79821 0.65994 0.67794
O 4.01829 1.08731 0.89539
O 2.45399 0.33414 -0.50320
H -3.29831 -1.34431 2.15874
H -0.90553 -0.38644 4.18417
H 1.31593 0.41862 5.04288
H 3.09646 0.97791 3.36789
H 4.32272 1.50668 0.01197
O -3.59495 -2.59317 -2.89731
C -2.79125 -3.44504 -2.30005
O -3.07535 -4.61800 -2.17569
C -1.50546 -2.90089 -1.78904
C -0.52897 -3.61684 -1.12440
Cl -0.48380 -5.27982 -0.78542
N 0.49829 -2.77400 -0.82696
N 0.21555 -1.53806 -1.26716
C -0.98760 -1.58750 -1.83436
C -1.60195 -0.29050 -2.22993
O -2.68748 -0.26699 -2.82783
O -0.93272 0.72941 -1.88611
C 1.72308 -3.01783 -0.16143
C 1.77341 -3.83861 0.96154
C 2.98080 -4.04265 1.60559
C 4.13418 -3.41832 1.15197
C 4.07320 -2.59244 0.03820
C 2.87772 -2.39672 -0.63019
H -3.24128 -1.63023 -2.88932
H 0.87448 -4.30413 1.33492
H 3.01739 -4.68274 2.47808
H 5.07492 -3.58080 1.66226
H 4.96710 -2.09972 -0.31973
H 2.83054 -1.76710 -1.51041
S 4.26536 2.63769 -1.72162
As 2.19167 2.60771 -2.30722
S 1.59913 0.66372 -3.17612
S 0.90067 2.85241 -0.50185
S 1.97904 4.18840 -3.68810
C -4.35857 3.17685 0.47164
Sb -2.24903 2.80275 -0.03291
C -1.80141 4.90401 0.35989
C -2.54762 3.27097 -2.11936
H -4.72465 4.12335 0.07312
H -4.45006 3.19937 1.55990
H -4.98750 2.36603 0.10124
H -2.54930 5.52250 -0.13749
H -0.81410 5.12491 -0.03763
H -1.81171 5.11791 1.43008
H -3.22651 4.12173 -2.19645
H -2.95859 2.40708 -2.63731
H -1.57877 3.52063 -2.55269
*
```

The expectation value of S² is 2.02. The HOMO energy (spin up / spin down) comes out at -1.39 / -1.46 eV. The value obtained for the maximum force is 3.14 eV/A. The HOMO-LUMO gap (spin up / spin down) comes out at 5.18 / 5.25 eV.

Here is a gas-phase ion, C5H10NO2 (charge -1) from the OMol25 dataset. Energies are from ωB97M-V/def2-TZVPD.

Geometry as ORCA input:
```
! RIJCOSX wB97M-V def2-TZVPD def2/J DEFGRID3
* xyz -1 1
C 2.28436 1.19551 0.29158
C 1.88265 -0.07100 0.49120
O 2.47626 -1.16953 0.24608
N 0.68181 -0.15453 1.44988
C -0.55358 0.40724 1.02326
C -1.51763 -0.43298 0.00981
C -1.38659 -0.36496 -1.58279
O -0.61774 -1.32434 -2.20185
H 3.28585 1.33923 -0.01468
H 1.85530 2.01896 0.81090
H 0.66864 -0.83448 2.13725
H -0.39407 1.51020 0.65154
H -1.19366 0.68958 1.79400
H -1.73205 -1.45848 0.27844
H -2.52156 -0.08397 0.21219
H -2.47133 -0.45414 -1.90843
H -1.05163 0.61631 -1.81319
H 0.30499 -1.42866 -1.87518
*
```

The HOMO energy comes out at -2.39 eV. The SMILES is C=C([O-])NCCCO. The value obtained for the maximum force is 3.55 eV/A. The HOMO-LUMO gap comes out at 6.28 eV.

Here is 9 unconnected molecules or ions with the total composition C17H27F4N5O22 from the OMol25 dataset. Energies are from ωB97M-V/def2-TZVPD.

Geometry as ORCA input:
```
! RIJCOSX wB97M-V def2-TZVPD def2/J DEFGRID3
* xyz 0 1
O 8.60952 -21.64508 -11.78533
C 7.75717 -21.01532 -12.37338
O 7.97374 -19.81429 -12.94321
C 6.71959 -19.37547 -13.45519
C 5.78860 -20.64027 -13.34046
F 5.80512 -21.36232 -14.48003
O 6.49611 -21.32606 -12.36001
H 6.33553 -18.63353 -12.75510
H 6.75864 -18.96938 -14.46597
H 4.79752 -20.48772 -12.91316
O 1.67396 -21.07201 -7.17477
C 0.64181 -21.64742 -6.97443
O -0.25110 -21.79618 -7.94591
C -1.46099 -22.28596 -7.40789
C -1.04126 -22.76648 -6.12180
F -0.94783 -24.05083 -6.24243
O 0.20013 -22.15530 -5.89337
H -2.25703 -21.54176 -7.38355
H -1.86248 -23.13329 -7.96371
H -1.83665 -22.58357 -5.39931
O 7.40018 -21.51393 -3.69172
C 6.43829 -21.80751 -4.44605
O 5.98006 -21.23731 -5.56819
C 4.78226 -21.79519 -5.94662
C 4.74205 -23.05236 -5.23438
F 5.46996 -23.87486 -6.04899
O 5.57171 -22.75780 -4.12199
H 3.90716 -21.21526 -5.65337
H 4.68950 -21.93628 -7.02347
H 3.73654 -23.40049 -4.99805
O 6.67909 -18.14249 -6.13817
C 7.63734 -17.72329 -5.52188
O 8.46004 -16.77557 -5.93711
C 9.56811 -16.57063 -5.07427
C 9.09447 -17.31167 -3.86778
F 8.70126 -16.37345 -2.99871
O 8.00003 -18.07508 -4.31307
H 10.51529 -16.98878 -5.41501
H 9.72695 -15.49659 -4.97771
H 9.86181 -17.95795 -3.44162
C 5.63438 -23.45321 -10.00885
N 4.18546 -23.45684 -9.84319
O 3.75254 -22.79870 -8.83873
O 3.55558 -24.10561 -10.66742
H 5.85505 -23.87065 -10.99126
H 6.06011 -24.14608 -9.28306
H 6.02361 -22.44069 -9.90208
C 4.12929 -19.04482 -8.19239
N 4.74071 -19.84418 -9.22974
O 4.06482 -20.09965 -10.24686
O 5.89261 -20.13081 -9.06931
H 4.01697 -19.74402 -7.36377
H 3.13819 -18.69749 -8.48423
H 4.77904 -18.20594 -7.94294
C 2.10125 -15.82031 -9.86026
N 1.42304 -15.80671 -11.19767
O 2.02732 -15.48953 -12.16780
O 0.22305 -16.04369 -11.16639
H 2.39584 -16.86305 -9.74188
H 1.45839 -15.72372 -8.98533
H 2.93700 -15.12112 -9.83239
C 1.10657 -21.84943 -11.10149
N 1.56573 -20.90701 -12.09600
O 2.78637 -20.95126 -12.37831
O 0.76787 -20.26944 -12.73671
H 0.07857 -21.53930 -10.91402
H 1.70071 -21.54097 -10.24128
H 1.22230 -22.82468 -11.57435
C 7.15286 -15.52442 -9.27325
N 6.81485 -16.23796 -10.53364
O 5.58271 -16.26021 -10.79595
O 7.75999 -16.57109 -11.21641
H 8.19494 -15.75374 -9.05058
H 6.46012 -15.96866 -8.55850
H 7.08244 -14.44216 -9.16440
*
```

The HOMO energy comes out at -10.57 eV. The SMILES is O=C1OC[C@@H](F)O1.O=C1OC[C@@H](F)O1.O=C1OC[C@@H](F)O1.O=C1OC[C@@H](F)O1.C[N+](=O)[O-].C[N+](=O)[O-].C[N+](=O)[O-].C[N+](=O)[O-].C[N+](=O)[O-]. The value obtained for the maximum force is 5.07 eV/A. The HOMO-LUMO gap comes out at 10.33 eV.